(1)
17
Properties=species:S:1:pos:R:3:forces:R:3 method="wB97M-V/def2-TZVPD" e_homo_ev=-14.94 total_charge=+1 gap_ev=11.9 de_lowest_kj_mol=90.55
O 3.466 1.796 0.357 -0.87 -2.41 -2.77
O -1.492 -1.160 -0.454 1.32 -1.31 -0.49
O -3.894 -0.691 -2.053 -2.13 -0.05 -0.07
O 1.128 -1.225 2.208 0.39 -1.38 0.24
N 0.658 0.835 0.238 -0.16 1.15 -1.54
H 3.570 2.347 1.064 0.45 2.22 3.23
H 3.855 2.278 -0.368 0.33 0.14 -0.56
H 0.800 0.471 1.171 -0.46 -0.69 0.58
H -1.289 -2.036 -0.882 -0.28 1.29 0.69
H 0.398 -1.671 2.674 0.14 0.46 -0.22
H 1.799 -1.953 2.182 -0.55 1.09 -0.08
H -4.859 -0.610 -2.290 1.07 -0.56 0.99
H 0.122 1.745 0.217 1.47 -0.89 0.20
H -3.577 -0.190 -2.785 1.15 0.61 -0.88
H -2.395 -0.998 -0.714 -0.89 0.23 -0.30
H 1.607 0.819 -0.187 -0.34 1.11 0.39
H 0.101 0.243 -0.378 -0.63 -1.01 0.56


(2)
19
Properties=species:S:1:pos:R:3:forces:R:3 method="wB97M-V/def2-TZVPD" e_homo_ev=-15.16 total_charge=+1 gap_ev=11.4 de_lowest_kj_mol=90.94
Na -0.079 -0.042 0.078 -0.45 -0.60 0.21
O -0.988 0.990 -1.824 -0.42 0.48 0.45
O 1.215 -1.128 -1.424 0.51 0.29 0.90
O -1.503 0.810 1.791 -0.44 1.99 -1.51
O 1.525 1.527 0.570 0.62 1.22 -0.32
O -1.766 -1.674 -0.506 0.20 0.38 2.12
O 0.723 -1.897 1.592 -0.81 -0.52 -1.46
H -0.969 0.569 2.531 0.29 0.16 1.15
H 2.126 2.101 0.043 -0.41 -0.78 0.27
H 0.850 -1.096 -2.302 0.31 -0.01 -0.75
H 2.135 -0.811 -1.411 -0.50 -0.34 -0.55
H 1.660 -1.913 1.493 1.20 -0.26 -0.11
H 0.573 -1.299 2.288 -0.29 0.87 1.75
H 1.317 2.131 1.297 -0.07 -0.26 0.12
H -1.373 1.861 -1.653 -0.40 -0.20 -0.09
H -1.563 1.814 1.737 0.12 -2.00 0.55
H -2.387 -1.123 -0.931 -1.56 1.15 -0.46
H -1.362 -2.065 -1.237 1.28 -1.56 -1.68
H -0.126 1.240 -2.134 0.81 0.02 -0.57


(3)
19
Properties=species:S:1:pos:R:3:forces:R:3 method="wB97M-V/def2-TZVPD" smiles=SS.O.O.O.O.O e_homo_ev=-9.44 gap_ev=9.8 de_lowest_kj_mol=107.07
S -3.240 -0.404 -3.817 0.38 0.43 -0.15
S -1.757 0.968 -4.327 -0.09 -0.26 0.22
O -0.055 1.239 4.004 0.28 -0.05 0.05
O 1.363 -1.890 -0.659 0.06 0.44 0.39
O -0.031 1.345 0.002 0.12 0.26 0.09
O -0.073 4.361 0.558 0.10 -0.11 -0.28
O 1.478 -5.554 1.807 -0.82 -0.37 -0.44
H -4.220 0.289 -4.406 -0.21 -0.13 -0.03
H -0.155 1.989 4.598 -0.10 0.06 -0.06
H -0.924 1.632 0.212 -0.19 -0.03 -0.06
H -1.273 0.345 -5.412 -0.07 -0.03 -0.04
H 0.323 1.102 0.863 0.03 -0.10 0.06
H -0.127 4.955 -0.196 -0.06 0.19 0.06
H 0.248 3.541 0.155 -0.03 -0.17 0.20
H 1.948 -5.903 2.560 0.44 0.27 0.13
H 1.553 -2.712 -1.113 0.31 -0.04 -0.09
H 2.199 -1.434 -0.470 -0.35 -0.45 -0.31
H 0.832 0.912 4.199 -0.16 -0.02 -0.06
H 1.911 -4.783 1.443 0.36 0.12 0.31


(4)
19
Properties=species:S:1:pos:R:3:forces:R:3 method="wB97M-V/def2-TZVPD" smiles=SS.O.O.O.O.O e_homo_ev=-9.03 gap_ev=9.1 de_lowest_kj_mol=82.62
S 0.506 -2.253 -0.046 0.55 -0.18 -1.13
S 2.439 -1.982 -0.914 -0.43 0.51 1.49
O -0.096 0.532 -1.745 -0.19 0.09 -0.80
O -2.400 3.612 1.918 0.19 0.26 0.51
O -1.005 -0.067 1.794 -2.41 0.47 -0.58
O 1.143 1.758 0.437 0.01 0.12 -2.09
O -2.666 1.312 -0.800 -1.20 0.04 0.69
H -0.221 -1.744 -1.095 0.55 0.06 0.69
H -2.206 3.836 2.852 -0.21 -0.59 -0.85
H 0.528 2.275 0.927 -0.58 0.35 0.98
H 1.798 1.359 0.976 0.52 -0.36 1.05
H -2.025 1.376 -1.507 0.22 -0.13 -0.41
H 0.387 0.767 -2.553 -0.09 -0.05 0.48
H -1.860 -0.307 1.342 0.94 1.06 0.49
H -0.627 -0.924 1.757 1.34 -1.21 0.19
H -3.563 1.523 -1.121 0.96 -0.07 -0.04
H 0.335 0.998 -1.010 0.24 -0.03 0.16
H 2.956 -1.226 0.143 -0.53 -0.60 -1.08
H -2.438 2.650 1.819 0.10 0.26 0.26


(5)
18
Properties=species:S:1:pos:R:3:forces:R:3 method="wB97M-V/def2-TZVPD" smiles=O.O.O.O.O.O e_homo_ev=-10.88 gap_ev=11.0 de_lowest_kj_mol=184.45
O 1.945 0.648 0.459 0.06 0.17 -0.05
O -2.411 0.467 1.461 0.03 -0.06 0.18
O -1.903 2.502 -1.066 -0.13 0.16 0.03
O 0.809 -1.913 -0.335 -0.25 -0.20 0.07
O 5.003 0.181 -0.211 -0.06 0.02 -0.17
O -3.178 -1.546 -0.895 -0.03 -0.14 0.13
H 5.693 0.146 -0.883 -0.01 -0.04 0.09
H 2.397 0.577 -0.390 -0.32 -0.02 0.13
H -2.742 -1.775 -0.067 -0.10 -0.05 -0.24
H 4.227 0.496 -0.688 0.32 0.04 0.05
H 2.470 0.097 1.050 0.02 -0.03 -0.06
H -4.058 -1.930 -0.811 0.05 0.06 -0.04
H 0.433 -2.137 0.524 0.14 -0.02 -0.11
H -2.005 2.136 -0.180 0.03 -0.20 0.03
H 0.537 -1.000 -0.478 0.10 0.08 0.06
H -2.398 0.671 2.403 0.01 0.06 -0.05
H -2.790 2.797 -1.300 0.12 -0.07 -0.02
H -2.027 -0.416 1.407 0.01 0.23 -0.05


(6)
18
Properties=species:S:1:pos:R:3:forces:R:3 method="wB97M-V/def2-TZVPD" smiles=O.O.O.O.O.O e_homo_ev=-10.56 gap_ev=10.6 de_lowest_kj_mol=147.94
O -2.895 0.731 1.620 0.19 0.13 0.10
O -1.031 -2.168 -0.893 -0.11 0.08 -0.04
O -0.919 2.307 -2.653 -0.04 0.06 0.07
O 1.848 -2.677 0.449 0.18 -0.06 0.12
O 2.648 0.360 1.102 -0.04 0.07 -0.22
O -0.127 0.597 -0.285 -0.06 0.23 0.14
H -0.720 0.885 0.418 -0.05 -0.12 -0.07
H 2.320 -2.505 -0.371 -0.11 0.00 -0.02
H -1.874 -2.390 -1.300 0.01 0.07 0.01
H 3.430 -0.180 0.941 0.01 0.07 0.04
H -1.042 -1.206 -0.776 0.10 -0.18 -0.05
H -3.579 0.735 2.298 -0.08 -0.06 -0.10
H -2.118 1.054 2.089 -0.08 -0.03 0.12
H -0.687 3.227 -2.501 -0.02 -0.02 0.00
H 0.689 0.339 0.166 -0.06 -0.21 -0.01
H -0.794 1.869 -1.800 0.17 -0.08 -0.12
H 2.689 1.042 0.420 0.10 0.04 0.10
H 2.166 -2.019 1.075 -0.11 0.01 -0.05


(7)
18
Properties=species:S:1:pos:R:3:forces:R:3 method="wB97M-V/def2-TZVPD" smiles=O.O.O.O.O.O e_homo_ev=-10.64 gap_ev=10.7 de_lowest_kj_mol=134.02
O 0.247 -0.630 0.626 1.32 -0.02 0.55
O -0.210 -3.196 1.583 -0.98 -0.43 -0.02
O -0.476 1.255 2.234 -0.40 0.19 1.00
O -1.822 -0.894 -0.859 0.03 -1.09 -0.42
O 2.265 1.141 -1.303 -2.74 2.98 -0.15
O -0.203 1.492 -2.094 -1.51 0.01 -0.44
H 0.051 -2.365 1.159 -0.09 -0.18 0.11
H -0.606 -0.776 0.204 -0.54 0.00 -0.69
H -0.698 1.048 3.155 0.04 0.40 -0.27
H 3.083 0.793 -1.119 3.07 -1.30 0.70
H -1.263 -0.835 -1.654 -0.48 0.41 0.31
H -2.152 -0.027 -0.654 -0.21 0.79 -0.32
H 0.674 0.110 0.175 0.00 -0.22 -0.09
H 0.678 1.324 -1.795 0.89 -0.31 0.10
H -1.171 -3.332 1.420 1.16 0.34 0.06
H 2.307 2.121 -1.120 0.28 -1.60 -0.19
H -0.425 2.387 -1.836 -0.07 0.14 0.06
H -0.278 0.379 1.873 0.23 -0.12 -0.29


(8)
18
Properties=species:S:1:pos:R:3:forces:R:3 method="wB97M-V/def2-TZVPD" smiles=O.O.O.O.O.O e_homo_ev=-10.82 gap_ev=11.0 de_lowest_kj_mol=131.78
O 0.267 0.499 3.312 0.58 0.88 -0.26
O -2.708 1.597 -1.021 0.13 0.61 0.62
O -0.527 0.004 -2.407 -0.13 0.31 0.35
O -0.880 -0.849 0.994 -0.25 1.11 -0.36
O 1.459 -2.376 1.668 0.30 -0.78 0.58
O 2.540 0.494 -2.102 -0.23 0.33 0.52
H -0.835 0.096 1.252 -0.08 -0.58 -0.07
H -0.216 0.628 4.123 -0.30 -0.13 0.29
H 0.505 -2.308 1.552 0.26 0.51 -0.40
H 2.545 1.073 -1.322 0.01 -0.32 -0.24
H -0.057 0.669 -1.888 0.00 -0.08 -0.04
H -0.063 -0.280 2.884 -0.17 -0.85 0.11
H -1.168 -0.774 0.070 0.09 -0.35 0.19
H -2.362 0.905 -1.588 -0.46 -0.27 -0.36
H 1.910 -1.682 1.188 -0.44 0.20 -0.18
H -3.666 1.549 -0.901 0.45 -0.42 -0.37
H 0.093 -0.161 -3.121 0.05 -0.20 -0.12
H 3.163 0.917 -2.693 0.20 0.05 -0.26